# 1
Below is a single C3H8N2O molecule at a distorted geometry, with properties calculated with the ωB97M-V functional and the def2-TZVPD basis.

ΔE to the lowest compared entry with this formula, charge and spin = 80.1 kcal per mole
Kohn-Sham gap = 9.638 eV

Last column: Mulliken charge in e.
Element x y z (Å)
O (-1.982548, -1.158578, 0.319166)  -0.44
N (-1.159341, -0.187437, -0.250488)  0.11
N (1.069348, 0.378236, 0.122712)  -0.38
C (-1.567621, 1.197957, 0.053281)  -0.77
C (0.134459, -0.484244, -0.054425)  -0.01
C (2.349824, -0.247589, 0.098334)  -0.73
H (-2.540425, 1.295402, -0.334331)  0.27
H (2.329563, -1.337680, -0.007693)  0.32
H (-1.536122, 1.482045, 1.151259)  0.28
H (2.845046, 0.072774, -0.781685)  0.27
H (2.939559, 0.116103, 0.922187)  0.25
H (0.437712, -1.535781, -0.356074)  0.16
H (-2.521592, -1.452952, -0.447432)  0.35
H (-0.797860, 1.861744, -0.434810)  0.32

Forces on atoms 1 to 6 (eV/Å):
O -1.0467 -0.5262 -0.7217
N -0.7844 1.7459 0.2383
N -1.8454 -1.1340 0.3740
C 2.0716 0.1267 0.9254
C 2.8141 -0.5731 -1.0563
C 0.5043 0.1241 -0.2442

***

# 2
Below is a single C3H8N2O molecule at a distorted geometry, with properties calculated with the ωB97M-V functional and the def2-TZVPD basis.

ΔE to the lowest compared entry with this formula, charge and spin = 29.8 kcal per mole
Kohn-Sham gap = 9.856 eV

Last column: Mulliken charge in e.
Element x y z (Å)
O (-0.163621, 0.031709, -1.605852)  -0.62
N (-1.144627, -0.277818, 0.449177)  -0.31
N (1.081584, -0.511588, 0.252014)  -0.30
C (-2.320201, 0.562751, 0.245071)  -0.82
C (-0.086829, -0.249443, -0.419186)  0.58
C (2.335419, -0.156837, -0.361239)  -0.79
H (-2.587334, 1.030938, 1.213953)  0.25
H (2.540926, 0.922717, -0.298815)  0.27
H (3.134325, -0.709407, 0.135420)  0.28
H (-2.809576, -0.297431, -0.211511)  0.38
H (2.285474, -0.434787, -1.414061)  0.32
H (1.001800, -0.358354, 1.246311)  0.26
H (-1.193817, -0.945586, 1.199543)  0.28
H (-2.073524, 1.393132, -0.430824)  0.23

Forces on atoms 1 to 6 (eV/Å):
O 0.0329 0.0988 0.5537
N 0.9286 0.8024 0.7633
N 0.1868 -0.2124 0.0072
C 1.0116 -0.9769 -0.2136
C 0.2225 0.2010 0.1856
C 0.3028 -0.0711 -0.1432

***

# 3
Below is a gas-phase ion, C3H8N2O (charge +1) at a distorted geometry, with properties calculated with the ωB97M-V functional and the def2-TZVPD basis.

total charge = +1
⟨S²⟩ = 0.757
spin multiplicity = 2
ΔE to the lowest compared entry with this formula, charge and spin = 23.0 kcal per mole
Kohn-Sham gap (spin up / spin down) = 11.511 / 6.493 eV

Last column: Mulliken charge in e.
Element x y z (Å)
O (-0.209803, -0.612567, 1.843555)  -0.23
N (0.878677, 0.206628, -0.014548)  -0.17
N (-1.368734, 0.015457, -1.477762)  -0.60
C (-0.205490, -0.238434, 0.681830)  0.48
C (2.049464, 0.656429, 0.819340)  -0.80
C (-1.335246, -0.762705, -0.255746)  -0.29
H (0.485897, 0.865333, -0.692680)  0.35
H (-2.267886, -0.643430, 0.311246)  0.37
H (2.916896, 0.174859, 0.374412)  0.30
H (-2.156023, 0.656379, -1.426398)  0.26
H (-1.181456, -1.834217, -0.396634)  0.36
H (1.871556, 0.433252, 1.857094)  0.33
H (2.253965, 1.699568, 0.565671)  0.33
H (-1.731819, -0.616552, -2.189381)  0.29

Forces on atoms 1 to 6 (eV/Å):
O -0.1980 0.2662 0.0156
N -1.4477 1.0911 2.4441
N -1.0398 -0.9850 0.3715
C 2.2212 -1.4523 -1.2752
C 0.2100 0.3082 -2.0220
C -2.2090 0.9674 -0.0578

***

# 4
Below is a single C3H8N2O2 molecule, with properties calculated with the ωB97M-V functional and the def2-TZVPD basis.

ΔE to the lowest compared entry with this formula, charge and spin = 181.7 kcal per mole
Kohn-Sham gap (spin up / spin down) = 8.682 / 8.656 eV

Last column: Mulliken charge in e.
Element x y z (Å)
O (1.206351, 0.114112, 1.502356)  -0.09
O (-0.089188, 0.883413, 3.103259)  -0.36
N (0.059494, 0.887953, 1.738295)  -0.16
N (1.154450, -0.617505, 0.390182)  -0.39
C (-0.019047, 1.105964, -1.021436)  -1.25
C (0.052194, -0.282379, -0.356992)  0.82
C (-0.350486, -1.402863, -1.293986)  -1.21
H (-1.394645, -1.277833, -1.586726)  0.35
H (-0.235988, -2.375206, -0.817880)  0.35
H (-0.644503, 0.048925, 0.711142)  0.27
H (0.252105, -1.386511, -2.205174)  0.29
H (0.588970, 1.074042, -1.927771)  0.35
H (0.344460, 1.898541, -0.374258)  0.38
H (0.123734, -0.005509, 3.439183)  0.33
H (-1.047901, 1.334857, -1.300194)  0.31

Forces on atoms 1 to 6 (eV/Å):
O -0.8215 0.0192 -0.2170
O 0.2370 -0.1629 -0.1223
N 0.6129 -0.2279 -0.3577
N -0.1374 0.4068 0.3873
C 0.0177 -0.0840 0.1098
C -0.0164 0.2373 0.4055

***

# 5
Below is 2 unconnected molecules or ions with the total composition C3H8N2O2 at a distorted geometry, with properties calculated with the ωB97M-V functional and the def2-TZVPD basis.

ΔE to the lowest compared entry with this formula, charge and spin = 117.2 kcal per mole
Kohn-Sham gap = 9.091 eV

Last column: Mulliken charge in e.
Element x y z (Å)
O (-2.336856, 0.624171, 0.410143)  -0.69
O (-0.479293, 1.462962, -1.229945)  -0.77
N (2.425389, 1.041859, -0.520771)  -0.62
N (1.422494, 0.049237, -0.681556)  -0.05
C (-0.521363, -1.560828, 0.979820)  -0.99
C (-0.329779, -0.206022, 0.464872)  0.09
C (0.048103, 0.504749, -0.619252)  0.55
H (2.652804, 1.098428, 0.466870)  0.26
H (-1.959782, 1.255584, -0.336336)  0.41
H (0.466754, -1.963860, 1.217296)  0.34
H (2.060067, 1.942348, -0.827773)  0.27
H (-1.072705, -1.518529, 1.921285)  0.32
H (-2.941947, 0.006197, -0.016112)  0.33
H (1.594725, -0.489918, -1.521341)  0.26
H (-1.028613, -2.246379, 0.292801)  0.29

Forces on atoms 1 to 6 (eV/Å):
O 1.0164 0.8984 -1.0744
O 0.5403 -0.6703 0.0666
N -0.1447 0.0686 -0.0440
N -0.0379 0.0848 -0.2538
C -0.3031 -0.0320 0.1548
C -0.4247 -0.1239 0.0160

***

# 6
Below is 3 unconnected molecules or ions with the total composition C3H8N2O2 at a distorted geometry, with properties calculated with the ωB97M-V functional and the def2-TZVPD basis.

ΔE to the lowest compared entry with this formula, charge and spin = 197.1 kcal per mole
Kohn-Sham gap = 4.474 eV

Last column: Mulliken charge in e.
Element x y z (Å)
O (-1.495013, 0.086647, 1.750015)  -0.77
O (-2.359186, -1.044714, -0.283527)  -0.92
N (1.841130, 1.579512, -0.071811)  -0.32
N (1.418061, -0.405628, -1.360214)  -0.43
C (0.086818, -0.055152, -0.577166)  -0.45
C (0.834468, 0.824312, 0.355954)  0.18
C (2.191552, 0.283450, -0.415582)  0.02
H (-1.946768, -0.383891, 0.857839)  0.39
H (0.405937, 1.051305, 1.327235)  0.53
H (3.053258, -0.119742, 0.123430)  0.32
H (-1.560791, -0.469446, 2.514075)  0.25
H (-0.114966, -1.024181, -0.158076)  0.33
H (-0.686544, 0.353653, -1.208136)  0.40
H (1.533574, 0.084659, -2.216923)  0.29
H (-3.201532, -0.760785, -0.637116)  0.18

Forces on atoms 1 to 6 (eV/Å):
O 0.5032 0.7756 -0.7625
O 0.5168 0.3032 0.0261
N 0.6179 -2.0650 1.2470
N -0.5059 -0.5144 1.1962
C 3.1628 -2.4108 -1.3885
C -3.1559 3.5828 1.3002

***

| no. | electronic energy (Eh) |
| --- | --- |
| 1 | -303.7645 |
| 2 | -303.8447 |
| 3 | -303.5098 |
| 4 | -378.8514 |
| 5 | -378.9542 |
| 6 | -378.8270 |